Entry from OMol25: a molecular structure, C21H44Br10GaNO3P in a non-equilibrium geometry (ωB97M-V/def2-TZVPD).

CARTESIAN COORDINATES (ANGSTROEM)
C: 6.2637 -1.0607 -0.3113
C: 6.1390 -0.1064 -1.2212
C: 5.4271 -0.2250 -2.4977
Ga: 4.3744 1.5212 -2.8272
O: 3.7814 2.0665 -1.1036
C: 2.8217 1.2150 -4.0991
C: 1.8012 0.2391 -3.5040
C: 0.9739 0.9264 -2.4202
C: -0.5205 0.9037 -2.7100
N: -1.1965 1.9425 -1.9364
C: -1.1924 1.7128 -0.4806
C: -2.4668 2.2558 -2.4232
C: -2.8004 3.7095 -2.3740
O: -3.2449 1.4514 -2.8700
P: 5.9251 3.0717 -3.7499
C: 5.7902 4.6514 -2.7983
O: 7.4520 2.5156 -3.2613
H: 7.0298 -0.9924 0.4343
H: 5.6025 -1.9056 -0.3484
H: 6.5888 0.8501 -1.0206
H: 4.7679 -1.0841 -2.4698
H: 6.1287 -0.3170 -3.3115
H: 3.6380 1.2494 -0.6277
H: 3.1641 0.8246 -5.0490
H: 2.3092 2.1518 -4.2933
H: 1.1427 -0.1686 -4.2644
H: 2.3584 -0.5661 -3.0412
H: 1.1519 0.5010 -1.4432
H: 1.2436 1.9648 -2.3315
H: -0.9020 -0.0897 -2.5056
H: -0.6275 1.0918 -3.7691
H: -0.6798 0.8054 -0.2200
H: -2.2005 1.7045 -0.0902
H: -0.6749 2.5300 -0.0036
H: -2.2246 4.1585 -1.5792
H: -3.8485 3.8442 -2.1698
H: -2.4876 4.1703 -3.2968
H: 6.0546 4.4930 -1.7599
H: 4.8027 5.0699 -2.8886
H: 6.4975 5.3610 -3.2050
H: 7.6282 2.7785 -2.3555
Br: -2.4472 -4.8616 -5.0561
C: -4.1580 -4.1693 -4.4423
C: -3.9883 -2.9586 -3.5656
Br: -3.3790 -3.4393 -1.7855
H: -4.6613 -4.9855 -3.9356
H: -4.7051 -3.9075 -5.3449
H: -4.9419 -2.4571 -3.4212
H: -3.2691 -2.2485 -3.9536
Br: -5.5421 1.3622 0.2394
C: -5.3596 -0.4999 -0.3068
C: -6.6781 -1.2139 -0.2400
Br: -7.1836 -1.6386 1.5945
H: -4.6092 -0.9470 0.3354
H: -4.9869 -0.4731 -1.3267
H: -6.6102 -2.1728 -0.7487
H: -7.4915 -0.6328 -0.6602
Br: -1.1598 2.2392 3.3974
C: -0.9340 0.3867 3.9872
C: -1.2744 -0.6314 2.9332
Br: -3.1956 -0.8042 2.6818
H: -1.5439 0.2770 4.8771
H: 0.1154 0.2966 4.2552
H: -0.9300 -1.6126 3.2529
H: -0.8604 -0.4031 1.9581
Br: 3.1412 -0.4413 4.7926
C: 3.3872 0.7530 6.3063
C: 2.4947 0.3777 7.4586
Br: 0.6558 0.9112 7.1254
H: 3.1999 1.7580 5.9449
H: 4.4329 0.6559 6.5877
H: 2.7929 0.9024 8.3631
H: 2.4826 -0.6898 7.6472
Br: -1.6366 -3.3044 6.0247
C: -3.5448 -3.5399 5.7159
C: -3.8681 -4.9408 5.2674
Br: -3.3927 -5.2332 3.4061
H: -3.8389 -2.7878 4.9906
H: -4.0184 -3.3299 6.6720
H: -4.9395 -5.1181 5.3228
H: -3.3458 -5.6934 5.8476

Atomic forces in eV per Å
-0.11 0.16 0.12
0.21 -0.13 -0.31
-1.19 0.98 0.24
0.06 -0.17 0.09
0.04 0.16 -0.41
-0.11 -0.08 0.38
0.49 0.53 0.48
-0.58 0.02 -0.01
0.72 -0.16 0.34
0.24 -0.69 -0.42
-0.01 1.18 -0.35
-0.30 0.23 0.22
0.10 -0.08 0.87
-0.22 -0.61 -0.60
-0.26 -0.05 -0.69
0.68 -0.49 -0.15
0.07 0.32 -0.03
-0.16 0.11 0.82
0.22 -0.72 -0.13
0.79 0.22 -0.13
-0.11 -0.45 -0.21
0.34 -0.06 -0.33
-0.03 -0.18 0.35
0.33 -0.01 -0.35
-0.11 0.35 -0.26
-0.20 -0.29 -0.22
-0.04 -0.59 -0.08
0.19 -0.21 0.36
0.36 0.45 -0.01
-0.42 -0.44 0.02
-0.39 0.25 -0.29
0.11 -0.52 -0.07
-0.36 -0.26 0.21
0.31 0.21 0.40
0.21 0.32 0.23
-0.46 0.15 -0.25
-0.02 0.17 -0.41
-0.24 0.02 0.47
-0.50 0.05 0.09
0.22 0.33 -0.19
0.01 -0.17 0.28
-0.04 -0.04 0.05
0.14 0.02 -0.22
-0.09 0.00 0.21
0.02 0.01 0.07
-0.03 0.01 0.05
-0.01 0.04 0.00
-0.06 -0.01 -0.04
0.06 0.04 -0.10
0.08 -0.09 0.03
-0.01 0.29 -0.05
0.00 -0.23 0.06
-0.02 0.04 -0.03
0.01 -0.01 -0.02
0.02 0.06 -0.09
0.04 -0.04 0.01
-0.01 0.04 0.00
-0.05 -0.29 0.01
0.13 0.20 -0.14
-0.09 -0.05 0.08
-0.04 0.00 0.07
-0.02 -0.07 0.01
0.02 0.00 -0.01
-0.02 -0.01 0.03
0.07 0.10 -0.01
-0.04 0.06 -0.01
0.10 -0.20 -0.10
-0.10 0.17 0.06
-0.02 -0.04 0.10
-0.02 0.04 0.02
0.01 -0.01 0.03
0.03 0.04 -0.02
0.03 -0.04 -0.03
-0.03 0.07 -0.09
0.08 0.00 0.15
-0.08 0.03 -0.19
0.06 -0.02 0.03
0.00 -0.01 -0.06
-0.02 -0.03 0.01
-0.02 0.05 0.03
0.03 0.00 0.04

Its total energy is -29113.35873 a.u. The calculation puts the gap between HOMO and LUMO at 5.19 eV. As for the charge: -1.